No. 1
The following is a quantum chemistry calculation of a molecular structure, C24H21CoF3IN5O2S at a distorted geometry, from the Open Molecules 2025 dataset.

```
58
Properties=species:S:1:pos:R:3:lowdin_spin:R:1
H -0.820 -2.222 3.984 0.000
F -4.218 -0.123 -5.374 0.000
H -2.081 0.604 -5.689 0.000
H -0.514 -5.603 -0.853 0.000
O -0.880 1.214 0.012 -0.012
C -2.513 -0.194 -3.760 0.000
C -0.630 -3.602 -0.244 -0.001
H -1.191 -3.995 1.773 0.000
C -0.345 0.598 -4.418 0.000
H -2.194 -2.799 0.935 0.000
S -2.874 -1.129 -1.163 0.057
C -2.439 0.672 1.731 0.000
C 2.359 -3.258 3.497 0.000
F -4.299 -1.740 -3.940 0.002
C -1.986 1.455 0.624 0.000
H 3.678 -2.491 1.984 0.001
H 1.216 -4.862 -2.588 0.000
Co -0.434 -0.549 -0.243 0.917
H -1.456 3.869 -0.825 0.000
N -0.201 -4.657 -0.971 0.000
O -4.306 -1.207 3.171 0.000
H -2.240 2.673 -1.858 0.000
C 0.837 -2.881 -1.664 -0.001
C 1.097 -3.140 4.064 0.000
C 1.730 -1.624 1.867 0.002
N -0.496 -0.721 1.710 -0.008
H 0.320 1.038 -5.146 0.000
C -3.687 1.008 2.315 0.000
H -2.370 -4.517 0.556 0.000
C 0.108 0.268 -3.160 0.000
N -0.678 -0.265 -2.228 -0.004
C 0.420 -1.540 2.360 0.001
C 0.736 -4.216 -1.876 0.000
C -3.955 -0.446 -4.084 0.001
C -2.393 3.338 -1.005 0.000
C 2.682 -2.468 2.404 0.001
C 0.154 -2.291 3.518 0.000
N -0.010 -2.509 -0.641 -0.006
H -3.719 0.318 4.354 0.000
I 2.323 -0.292 0.323 0.046
F -4.793 0.284 -3.329 0.001
C -1.992 -0.503 -2.476 0.004
H -3.176 4.055 -1.235 0.000
H 3.093 -3.936 3.911 0.000
H 1.142 0.428 -2.876 0.000
C -4.357 2.103 1.836 0.000
C -1.684 0.358 -4.713 0.000
N -3.921 2.852 0.806 0.000
C -2.800 2.545 0.198 0.000
H 0.844 -3.715 4.945 0.000
C -4.290 0.195 3.431 0.000
H -1.965 -0.838 3.172 0.000
H -5.303 2.407 2.272 0.000
H -4.711 -1.351 2.308 0.000
C -1.657 -3.736 0.819 0.000
H -5.305 0.557 3.617 0.000
H 1.468 -2.169 -2.165 0.000
C -1.627 -0.358 2.259 0.000
```

Kohn-Sham gap (spin up / spin down)	6.7 / 6.6	eV
HOMO level (spin up / spin down)	-0.268 / -0.267	Ha
2S+1	2

No. 2
The following is a quantum chemistry calculation of a single C24H21FN4O5S molecule, from the Open Molecules 2025 dataset.

```
56
Properties=species:S:1:pos:R:3:mulliken_charge:R:1
C -3.773 1.027 -0.047 -0.406
O -2.658 -2.600 -1.568 -0.677
H 2.911 3.779 -1.664 0.453
H -0.554 -3.192 1.981 0.450
H 4.972 -0.071 -2.802 0.299
H -3.056 1.883 1.782 0.422
H 3.509 0.864 -3.225 0.379
N 3.392 -0.154 -1.437 0.099
H 1.787 -2.553 2.399 0.513
C -4.861 2.822 1.122 -0.794
H 3.454 -0.947 2.781 0.419
H 4.205 3.257 0.400 0.486
H -2.514 -0.259 -1.215 0.769
H 4.629 1.446 -1.955 0.394
C -5.856 2.852 0.161 -0.416
F 3.297 1.798 2.342 -0.440
C -2.669 -0.005 -0.162 0.174
C 1.322 -2.290 1.464 -0.584
C 2.611 2.095 1.220 0.236
C 0.077 -1.642 -0.934 -0.520
N -0.657 1.345 -0.308 0.274
H -1.041 1.568 -1.216 0.265
C 3.205 2.884 0.253 -0.595
C -4.776 1.057 -1.008 -0.271
O 1.541 -0.049 -2.745 -0.672
C 2.074 -0.444 -1.729 0.411
C 4.178 0.571 -2.420 -1.253
O -2.777 -3.715 0.639 -0.739
C 4.046 -0.459 -0.257 0.601
C 0.012 -2.652 1.238 -1.052
C -1.366 0.492 0.474 0.056
O 5.196 -0.129 -0.084 -0.657
O -1.039 0.130 1.586 -0.625
C 0.621 1.862 -0.074 -0.041
N -3.074 -1.241 0.475 -0.330
H -2.985 -1.207 1.482 0.436
H 4.093 -2.482 2.125 0.416
C 2.476 3.164 -0.892 -0.743
H -6.665 3.562 0.241 0.393
C -5.814 1.965 -0.902 -0.727
H 0.909 0.978 1.869 0.609
H -4.742 0.357 -1.829 0.457
C 3.997 -1.410 1.958 -1.434
C -0.606 -2.327 0.041 -0.101
N 3.325 -1.147 0.700 -0.036
C -3.824 1.909 1.023 -0.219
H -0.390 -1.411 -1.879 0.621
C 1.393 -1.244 -0.710 0.755
C 2.032 -1.562 0.498 0.641
H 0.652 2.871 -1.965 0.401
S -2.364 -2.610 -0.167 1.310
C 1.201 2.660 -1.060 -0.512
H -6.592 1.980 -1.651 0.396
H -4.892 3.508 1.956 0.399
H 4.989 -0.966 1.894 0.362
C 1.335 1.582 1.086 -0.053
```

Kohn-Sham gap	8.9	eV
SMILES	Cn1c(=O)c2cc(S(=O)(=O)N[C@H](C(=O)Nc3cccc(F)c3)c3ccccc3)ccc2n(C)c1=O
HOMO level	-0.333	Ha

No. 3
The following is a quantum chemistry calculation of a molecular structure, C24H21MoN3O3S4 at a distorted geometry, from the Open Molecules 2025 dataset.

```
56
Properties=species:S:1:pos:R:3:lowdin_spin:R:1
H 0.742 2.537 -4.490 -0.001
H 1.582 -4.594 0.415 0.001
N 2.034 -0.132 0.128 -0.001
C -2.188 0.688 1.968 0.004
O -0.138 -0.344 1.815 0.013
C -2.408 0.237 -4.440 -0.002
C 3.601 -3.905 0.717 -0.002
N 0.467 -2.112 -0.060 0.032
C -0.764 -5.897 -3.230 0.000
S 0.619 1.351 -1.876 -0.062
H -0.693 -6.591 -4.054 0.000
H -3.063 -0.601 -4.220 0.000
C -2.345 -0.187 4.578 0.001
C -0.191 -3.792 -2.238 -0.002
O -1.875 -2.032 0.363 0.033
C -0.143 -4.662 -3.313 0.000
H -1.898 0.031 -5.381 -0.001
C 2.613 -1.345 0.297 0.002
N -1.205 -0.056 2.520 0.003
H 2.320 1.902 0.169 0.001
H -4.062 1.647 2.311 0.000
C 3.993 -1.531 0.569 -0.001
Mo -0.111 -0.217 -0.289 1.042
C 2.799 0.936 0.285 0.012
C -1.461 -6.247 -2.083 0.000
C -0.907 -4.141 -1.105 0.002
C 4.466 -2.840 0.778 0.015
C -1.410 0.400 -3.331 -0.022
H 0.343 -2.852 -2.286 -0.002
C -1.541 -5.365 -1.016 0.001
H -3.013 1.132 -4.569 -0.001
C 1.748 -2.464 0.221 -0.004
H 0.389 -4.365 -4.203 0.000
H 5.854 -0.458 0.787 0.000
C 4.786 -0.372 0.639 0.009
C -0.503 1.392 -3.219 -0.027
C -0.301 2.514 -4.183 -0.003
C -3.354 0.629 4.066 0.000
S -1.359 -0.905 -2.177 -0.075
C -1.282 -0.519 3.780 0.000
H -0.528 3.466 -3.710 -0.001
H -2.393 -0.565 5.586 0.000
C 2.241 -3.740 0.437 0.016
C 4.175 0.852 0.523 -0.002
H -0.927 2.390 -5.059 0.000
H 3.978 -4.900 0.896 -0.001
H -1.943 -7.207 -2.010 0.000
H -4.187 0.922 4.685 0.000
S -2.005 1.147 0.320 0.001
S -0.830 -3.047 0.311 0.013
H 5.512 -2.986 0.999 0.001
H -2.066 -5.622 -0.109 0.000
H 4.749 1.760 0.592 0.000
O -0.654 -3.806 1.510 0.005
C -3.282 1.049 2.757 0.000
H -0.462 -1.155 4.087 0.000
```

Kohn-Sham gap (spin up / spin down)	6.2 / 6.4	eV
charge	+1
HOMO level (spin up / spin down)	-0.386 / -0.389	Ha
2S+1	2

No. 4
The following is a quantum chemistry calculation of a molecular structure, C24H21N5OSc, from the Open Molecules 2025 dataset.

```
52
Properties=species:S:1:pos:R:3:mulliken_charge:R:1
H -3.690 -2.332 2.209 0.505
Sc -1.356 -0.767 -0.226 0.508
C -0.285 -3.626 -1.565 -0.235
C 1.927 -0.430 -0.100 -1.514
C 3.589 3.009 1.849 -0.477
H -2.555 -3.132 4.500 0.469
H 4.078 -0.309 1.518 0.379
H -0.347 -4.055 -0.567 0.514
H -2.014 1.841 -3.031 0.464
C 2.515 0.792 0.563 0.548
N -0.724 -2.368 -1.698 0.072
N -1.684 1.453 0.189 0.124
H 1.085 2.152 -0.270 0.471
C -0.523 -1.777 2.305 -0.072
H 2.041 4.123 0.871 0.450
H 1.767 -0.248 -1.170 0.420
H -3.520 1.370 -2.215 0.301
N -1.926 0.003 -2.037 -0.200
C -1.324 3.506 1.367 -0.843
H -2.270 4.082 -1.820 0.466
N -1.758 -1.698 1.644 0.106
C -2.652 -2.245 2.485 -0.636
C -2.030 2.160 -0.903 0.535
C -0.707 -2.380 3.564 -0.942
H -1.045 1.518 2.149 0.423
C -1.338 2.126 1.297 -0.229
H -1.640 5.318 0.247 0.457
H 2.624 -1.270 0.015 0.480
H 1.606 -1.483 2.196 0.370
C -2.055 -2.670 3.673 -0.525
H 0.551 -5.380 -2.462 0.414
H 4.007 3.864 2.356 0.403
C -1.666 4.237 0.235 -0.344
C -0.658 -1.812 -2.925 0.498
C -2.422 1.373 -2.124 -0.778
H -0.118 -1.963 -4.977 0.486
O -0.902 0.263 -4.080 -0.695
H 0.684 -4.338 -4.725 0.465
H -1.043 4.001 2.282 0.468
H 0.057 -2.576 4.292 0.515
H 5.036 1.642 2.648 0.401
C 3.625 0.662 1.384 -0.456
C -0.148 -2.481 -4.031 -0.571
C -2.020 3.552 -0.913 -0.735
C 0.296 -3.785 -3.882 -0.322
N 0.634 -0.788 0.488 0.819
C 0.657 -1.339 1.675 0.050
C -1.169 -0.389 -3.084 0.200
C 2.483 3.150 1.024 -0.778
C 4.165 1.764 2.023 -0.629
C 0.217 -4.367 -2.624 -0.778
C 1.944 2.046 0.383 -0.023
```

Kohn-Sham gap	7.8	eV
charge	+1
HOMO level	-0.411	Ha

No. 5
The following is a quantum chemistry calculation of a molecular structure, C24H21N7O10PtS2, from the Open Molecules 2025 dataset.

```
65
Properties=species:S:1:pos:R:3:mulliken_charge:R:1
C -2.475 0.467 -1.113 0.551
H -1.005 -2.238 -2.878 0.626
N 2.557 1.438 -0.528 -0.209
C 3.730 4.786 -0.343 -0.144
O -1.214 2.865 -0.216 -0.644
H 7.493 1.599 2.004 0.286
H -6.147 -2.953 -0.682 0.295
C -3.418 -0.524 -1.561 -0.502
C 6.585 1.018 1.890 -0.778
H 2.410 6.498 -0.191 0.392
O -1.246 0.398 -1.363 -1.109
H -5.660 -3.654 0.867 0.391
C 2.494 5.424 -0.237 -0.800
C 1.377 4.619 -0.184 0.198
N 3.894 3.469 -0.431 -0.368
S 3.785 0.397 -0.904 0.936
C 2.770 2.768 -0.405 0.461
C -4.759 -0.392 -1.413 0.304
C -1.683 -2.420 -2.048 -0.242
O -7.412 -0.180 -0.824 -0.619
C -3.182 -2.864 0.568 -1.006
O -2.346 -3.673 -2.136 -0.551
O 0.664 -0.654 0.504 -0.715
C -3.104 1.497 -0.326 -0.011
H 2.354 -3.060 -0.196 0.431
H 4.642 5.373 -0.358 0.416
C -4.477 1.602 -0.106 -0.587
C -1.796 -2.378 0.450 -0.339
C -1.124 -2.190 -0.679 -0.132
Pt 0.506 1.678 -0.366 0.848
C -5.290 0.675 -0.682 -1.230
O -3.193 -1.494 -3.654 -0.899
O 4.588 0.978 -1.933 -0.666
H 0.366 4.988 -0.075 0.432
C 4.722 0.310 0.562 -0.213
H 6.207 1.694 -0.114 0.492
O 3.169 -0.880 -1.106 -0.591
H -1.283 -2.136 1.377 0.500
H 6.430 -0.252 4.925 0.210
N -2.321 2.509 0.311 0.986
C 1.272 -3.135 -0.118 -1.209
N -3.006 -1.693 -2.334 1.403
H 4.632 -1.167 3.603 0.292
H -3.553 -2.972 1.582 0.335
H -5.576 -4.614 -0.620 0.393
O -7.172 1.790 0.015 -0.639
C 6.146 0.214 2.946 1.121
O -2.750 3.106 1.260 -0.568
H 0.945 -3.274 0.913 0.284
C 4.267 -0.490 1.608 -0.233
C 5.875 1.073 0.707 -0.287
H 0.897 -3.941 -0.749 0.503
S 0.557 -1.593 -0.684 1.069
H 7.563 0.842 4.293 0.208
H 3.356 -1.062 1.488 0.338
C -5.426 -3.617 -0.196 -1.587
H -4.883 2.413 0.479 0.607
N -6.739 0.779 -0.500 1.041
N 6.877 0.131 4.112 -0.527
C 4.976 -0.540 2.789 -0.895
H -5.428 -1.114 -1.864 0.984
N 1.543 3.306 -0.234 -0.124
H -4.362 -3.347 -2.595 0.555
C -4.021 -3.153 -0.428 0.735
C -3.598 -3.053 -1.879 -0.195
```

Kohn-Sham gap (spin up / spin down)	6.7 / 6.7	eV
HOMO level (spin up / spin down)	-0.310 / -0.310	Ha

No. 6
The following is a quantum chemistry calculation of a single C24H21NO2S molecule at a distorted geometry, from the Open Molecules 2025 dataset.

```
49
Properties=species:S:1:pos:R:3:mulliken_charge:R:1
H -1.686 4.013 -0.615 0.350
C 0.310 -1.706 -0.456 -0.584
H -2.430 6.669 -4.416 0.411
H 2.621 3.881 -3.077 0.342
C 0.685 5.302 -4.320 -0.581
C 0.015 -3.205 -0.204 -1.138
C 0.573 4.641 -3.080 0.998
C 0.082 0.190 1.290 0.358
H 2.232 -5.870 1.858 0.295
H 0.545 -3.889 -0.882 0.227
C -1.734 5.387 -2.939 -0.767
C -0.383 6.096 -4.800 -0.593
C 0.188 -1.165 0.948 0.399
H 1.317 -1.602 -0.843 0.330
C 0.171 -2.168 1.911 -0.480
H 2.990 -5.198 0.426 0.283
H -1.057 -3.376 -0.364 0.400
H 0.122 -2.558 4.024 0.287
C 0.333 -3.528 1.281 2.246
C 2.057 -5.239 0.999 -0.761
C -2.377 -5.915 2.169 -0.518
C 0.004 0.550 2.674 -0.365
C -0.639 4.670 -2.375 0.592
C 0.393 3.284 -0.678 0.581
C 0.348 2.497 0.623 -1.050
S -0.399 -5.115 3.578 -0.090
C 1.574 3.256 -1.389 -0.666
H -2.728 5.362 -2.448 0.302
H -3.259 -6.397 1.836 0.466
H 1.284 2.638 1.154 0.547
C -1.597 6.094 -4.102 -0.486
H -0.035 -0.114 4.697 0.394
N -1.714 -5.027 1.309 -0.547
H -0.487 -1.293 -1.102 0.328
H -0.253 6.661 -5.714 0.384
H -0.034 1.598 3.020 0.313
O 0.218 1.121 0.261 -0.223
C -1.791 -6.112 3.360 -0.318
H -2.224 -6.748 4.126 0.422
O 1.729 -3.876 1.384 -0.512
H 1.245 -5.654 0.393 0.380
C -0.624 -4.542 1.937 0.371
C -0.723 3.980 -1.154 -0.645
C 0.039 -1.805 3.267 -0.667
C 0.010 -0.446 3.669 -1.325
H 1.606 5.276 -4.903 0.361
H 2.379 2.622 -0.980 0.369
C 1.657 3.942 -2.573 -0.815
H -0.552 2.817 1.221 0.397
```

Kohn-Sham gap	8.6	eV
SMILES	CO[C@]1(c2nccs2)CCc2c(OCc3ccc4ccccc4c3)cccc21
HOMO level	-0.300	Ha